Run a
The following is a quantum chemistry calculation of an isolated molecule of C2H5N3O2S, from the Open Molecules 2025 dataset.

```
13
Properties=species:S:1:pos:R:3
H 0.01 2.26 -1.04
N 0.42 1.74 -0.23
C -0.30 0.77 0.16
N -1.66 0.46 -0.20
S -2.53 -0.82 0.47
O 0.07 0.01 1.10
N 1.41 -0.22 1.04
C 1.66 -1.19 0.01
O 0.83 -1.80 -0.56
H -2.16 1.09 -0.75
H -2.51 -1.64 -0.80
H 1.97 0.68 0.97
H 2.79 -1.33 -0.15
```

Net charge: 0
HOMO level, eV: -9.3
LUMO level, eV: 0.59
Orbital gap, Ha: 0.3629
SMILES: [H]/N=C(\NS)ONC=O

***

Run b
The following is a quantum chemistry calculation of a structure of composition C2H5N3O2S, from the Open Molecules 2025 dataset.

```
13
Properties=species:S:1:pos:R:3
C 1.08 -0.47 0.15
C 0.65 1.02 0.22
N 2.03 -1.08 0.66
N -0.39 -1.29 -0.46
N -0.62 1.29 -0.35
O -1.70 -0.29 1.36
O -2.62 -0.05 -0.88
S -1.48 -0.13 -0.04
H 0.41 1.25 1.38
H 1.50 1.71 0.04
H 2.06 -2.17 0.66
H -0.21 -1.35 -1.42
H -0.71 1.56 -1.32
```

Net charge: 0
HOMO level, eV: -10.6
LUMO level, eV: 0.18
Orbital gap, Ha: 0.3965

***

Verdict on stability: run b comes out on top.

***

Run a
The following is a quantum chemistry calculation of a structure of composition C2H5N3O2S, from the Open Molecules 2025 dataset.

```
13
Properties=species:S:1:pos:R:3
C -0.06 -0.45 -0.08
C -1.53 -0.09 -0.19
H 1.65 2.62 0.22
H 0.04 1.75 1.54
H -0.47 -2.60 -0.59
H 2.20 -1.29 -0.43
H -0.77 1.47 -0.53
N 0.61 1.81 0.28
N 0.91 0.50 -0.04
N 0.32 -1.66 -0.32
O 1.56 -2.18 0.26
O -1.72 1.17 -0.38
S -2.74 -1.04 0.26
```

Net charge: 0
HOMO level, eV: -8.3
LUMO level, eV: -0.69
Orbital gap, Ha: 0.2797

***

Run b
The following is a quantum chemistry calculation of a cluster of 3 separate species, C2H5N3O2S in total, from the Open Molecules 2025 dataset.

```
13
Properties=species:S:1:pos:R:3
C -0.40 0.89 0.22
C 1.16 -1.58 0.16
H -2.32 2.12 0.40
H -0.06 2.09 -1.78
H 0.86 -0.34 1.75
H 1.35 -2.20 0.94
H 0.74 -2.88 -1.11
N -1.06 1.04 -0.90
N 1.35 -0.39 0.74
N 0.78 -1.82 -1.11
O -2.22 1.93 -0.94
O 0.89 0.58 -0.14
S -1.06 0.56 1.77
```

Net charge: 0
HOMO level, eV: -9.5
LUMO level, eV: -1.80
Orbital gap, Ha: 0.2829

***

Verdict on stability: run a comes out on top.

***

Run a
The following is a quantum chemistry calculation of a structure of composition C2H6NO3S, from the Open Molecules 2025 dataset.

```
13
Properties=species:S:1:pos:R:3
C 0.79 -0.55 0.27
C -0.45 1.35 0.21
N -1.82 -1.09 -1.11
O -2.34 -0.60 1.29
O -3.35 0.90 -0.33
O 0.68 0.69 -0.33
S -2.31 -0.06 -0.06
H 1.45 -1.23 -0.41
H -0.10 -1.00 0.47
H 1.28 -0.57 1.23
H -0.50 1.26 1.25
H -0.63 2.41 -0.10
H -1.68 -0.81 -2.09
```

Net charge: -1
HOMO level, eV: -3.4
LUMO level, eV: 4.02
Orbital gap, Ha: 0.2717

***

Run b
The following is a quantum chemistry calculation of the ion C2H6NO3S with charge -1, from the Open Molecules 2025 dataset.

```
13
Properties=species:S:1:pos:R:3
C 0.07 -1.39 0.82
C -1.48 1.25 -0.72
N 0.04 -0.44 -0.26
O 2.66 -0.38 -1.26
O 2.31 0.37 1.09
O -0.82 0.57 0.31
S 1.91 0.50 -0.33
H 0.88 -0.91 1.61
H -1.03 -1.40 1.20
H 0.35 -2.48 0.46
H -0.60 1.49 -1.45
H -2.01 2.00 -0.14
H -2.29 0.80 -1.33
```

Net charge: -1
HOMO level, eV: -3.4
LUMO level, eV: 3.94
Orbital gap, Ha: 0.2689

***

Verdict on stability: run a comes out on top.

***

Run a
The following is a quantum chemistry calculation of a cluster of 2 separate species, FH3N2O in total, from the Open Molecules 2025 dataset.

```
7
Properties=species:S:1:pos:R:3
N -0.14 -1.38 0.09
N 0.40 -1.12 1.11
O 0.48 1.82 -0.45
F -0.89 1.69 -0.46
H -0.32 -2.33 -0.15
H -0.29 -0.59 -0.64
H 0.77 1.92 0.51
```

Net charge: 0
HOMO level, eV: -8.1
LUMO level, eV: 0.93
Orbital gap, Ha: 0.3315

***

Run b
The following is a quantum chemistry calculation of an isolated molecule of FH3N2O, from the Open Molecules 2025 dataset.

```
7
Properties=species:S:1:pos:R:3
N -0.79 -0.40 0.19
N 0.54 -0.32 0.54
O 1.18 0.92 -0.40
F 0.97 0.42 -1.72
H -1.06 -1.18 -0.44
H -1.52 0.26 0.41
H 0.68 0.30 1.42
```

Net charge: 0
HOMO level, eV: -10.1
LUMO level, eV: 0.99
Orbital gap, Ha: 0.4093
SMILES: NNOF

***

Verdict on stability: run b comes out on top.

***

Run a
The following is a quantum chemistry calculation of a structure of composition C25H28CeF5O3, from the Open Molecules 2025 dataset.

```
62
Properties=species:S:1:pos:R:3
O 0.34 -0.08 -4.24
C 0.30 1.17 -5.03
C 0.15 0.43 -6.35
H 1.23 1.77 -4.95
H -0.59 1.77 -4.80
C 0.24 -0.83 -5.48
H 0.97 0.54 -7.06
H -0.83 0.58 -6.82
C 1.53 -1.59 -5.70
H 2.38 -0.92 -5.48
H 1.60 -1.93 -6.74
H 1.53 -2.45 -5.03
C -1.00 -1.68 -5.60
H -1.92 -1.14 -5.33
H -0.90 -2.59 -4.99
H -1.12 -2.00 -6.64
Ce -0.15 -0.26 1.66
C -2.26 -1.00 2.95
C -2.26 0.42 3.15
C -2.52 1.05 1.90
H -2.14 0.92 4.11
C -2.68 0.02 0.91
C -2.51 -1.24 1.56
H -2.56 -2.22 1.07
H -2.13 -1.75 3.73
H -2.63 2.13 1.75
H -2.94 0.17 -0.13
C 1.00 -2.29 3.08
C 0.00 -2.87 2.24
C 0.41 -2.69 0.87
H -0.87 -3.42 2.58
C 1.67 -2.01 0.88
C 2.04 -1.77 2.24
H 2.97 -1.33 2.60
H 1.01 -2.35 4.17
H -0.12 -3.08 -0.01
H 2.26 -1.75 0.00
O 0.88 0.64 -0.94
C -0.18 -0.03 -1.66
C -1.21 0.99 -2.12
H -0.64 -0.84 -1.06
H 0.31 -0.51 -2.51
C -0.35 2.25 -2.21
H -1.98 1.10 -1.35
H -1.73 0.75 -3.05
C 0.69 2.09 -1.09
H -0.93 3.16 -2.22
H 0.24 2.24 -3.13
H 0.28 2.54 -0.16
H 1.66 2.55 -1.33
F 1.71 2.32 8.51
C 1.45 1.87 7.27
C 2.01 2.50 6.16
F 2.81 3.58 6.31
C 1.69 2.08 4.88
F 2.21 2.69 3.80
C 0.81 1.00 4.68
O 0.49 0.64 3.45
C 0.29 0.36 5.81
F -0.53 -0.72 5.64
C 0.58 0.79 7.08
F -0.03 0.22 8.14
```

Net charge: +1
HOMO level (spin up / spin down), eV: -11.5 / -11.5
LUMO level (spin up / spin down), eV: -4.54 / -4.54
Orbital gap (spin up / spin down), Ha: 0.2546 / 0.2546

***

Run b
The following is a quantum chemistry calculation of a structure of composition C25H28CeF5O3, from the Open Molecules 2025 dataset.

```
62
Properties=species:S:1:pos:R:3
O 0.16 -0.73 -3.17
C 0.28 0.48 -4.00
C 0.38 -0.16 -5.35
H 1.22 1.02 -3.82
H -0.59 1.13 -3.82
C 0.23 -1.43 -4.49
H 1.41 0.07 -5.70
H -0.40 0.11 -6.06
C 1.49 -2.26 -4.60
H 2.37 -1.62 -4.45
H 1.61 -2.73 -5.59
H 1.48 -3.05 -3.84
C -1.06 -2.22 -4.72
H -1.94 -1.57 -4.65
H -1.13 -2.98 -3.93
H -1.11 -2.74 -5.70
Ce -0.33 -0.71 1.15
C -2.41 -1.37 2.69
C -2.47 0.05 2.76
C -2.89 0.54 1.49
H -2.28 0.64 3.67
C -2.94 -0.56 0.58
C -2.70 -1.76 1.34
H -2.76 -2.77 0.97
H -2.27 -2.04 3.54
H -3.26 1.57 1.27
H -3.15 -0.52 -0.49
C 0.95 -2.53 2.38
C -0.10 -3.14 1.60
C 0.25 -3.01 0.20
H -0.99 -3.57 2.04
C 1.50 -2.30 0.13
C 1.93 -2.00 1.47
H 2.86 -1.51 1.76
H 0.98 -2.52 3.46
H -0.30 -3.44 -0.65
H 2.06 -2.09 -0.79
O 1.46 2.47 -2.29
C 0.64 1.63 -1.36
C -0.80 2.21 -1.36
H 1.07 1.67 -0.33
H 0.64 0.56 -1.69
C -0.53 3.70 -1.61
H -1.39 2.02 -0.46
H -1.34 1.79 -2.22
C 0.87 3.77 -2.30
H -0.42 4.24 -0.64
H -1.31 4.22 -2.19
H 1.55 4.44 -1.77
H 0.85 4.14 -3.33
F 1.77 2.28 7.84
C 1.40 1.78 6.64
C 1.87 2.38 5.46
F 2.71 3.44 5.51
C 1.50 1.84 4.24
F 1.97 2.38 3.09
C 0.66 0.72 4.15
O 0.34 0.22 2.97
C 0.22 0.13 5.36
F -0.56 -0.99 5.30
C 0.58 0.64 6.59
F 0.17 0.02 7.73
```

Net charge: +1
HOMO level (spin up / spin down), eV: -11.6 / -11.6
LUMO level (spin up / spin down), eV: -4.95 / -4.95
Orbital gap (spin up / spin down), Ha: 0.2434 / 0.2432

***

Verdict on stability: run a comes out on top.